# C31H27ClN2O20S

A cluster of 5 separate species, C31H27ClN2O20S in total at a distorted geometry (wB97M-V/def2-TZVPD, the Open Molecules 2025 dataset).

As for the SMILES: CNC[C@@]1(Cl)[C@@H](N=C=O)CCOS1(=O)=O.O=C1C=C(O)C(=O)C=C1O.O=C1C=C(O)C(=O)C=C1O.O=C1C=C(O)C(=O)C=C1O.O=C1C=C(O)C(=O)C=C1O. The total charge is 0. The value obtained for the total energy is -3670.13290 hartree. As for the HOMO energy: -0.3360 Ha. For the LUMO energy, the calculation gives -1.9 eV.

Each line ends with the Mulliken charge.
Atoms and positions in Å:
C1 2.639 2.074 -0.266  -0.6255
N1 1.625 1.914 -1.317  0.0715
C2 0.728 3.060 -1.474  -1.8660
C3 -0.697 2.814 -0.947  1.0734
Cl1 -1.785 3.799 -1.990  -0.1143
C4 -1.192 1.370 -1.058  -0.3088
N2 -1.046 0.912 -2.464  -0.6160
C5 -1.270 -0.275 -2.624  0.5540
O1 -1.205 -1.412 -2.898  -0.4484
C6 -0.597 0.403 -0.028  -0.5472
C7 -0.249 1.081 1.297  -0.8041
O2 -1.140 2.149 1.665  -0.4242
S1 -0.964 3.445 0.766  1.2225
O3 0.113 4.267 1.182  -0.6618
O4 -2.215 4.108 0.805  -0.7180
H1 2.620 1.201 0.395  -0.0309
H2 3.654 2.111 -0.674  0.2585
H3 2.493 2.951 0.364  0.2609
H4 2.093 1.820 -2.203  0.2738
H5 0.644 3.271 -2.534  0.5448
H6 1.153 3.955 -1.022  0.4829
H7 -2.263 1.415 -0.864  0.9358
H8 -1.242 -0.447 0.182  0.7169
H9 0.339 0.019 -0.425  -0.1199
H10 0.772 1.457 1.329  0.3387
H11 -0.323 0.332 2.077  0.4162
O5 5.374 1.363 -2.107  -0.6049
C8 6.250 0.523 -2.026  0.9789
C9 6.069 -0.743 -1.334  -0.7525
C10 7.077 -1.620 -1.265  0.2368
O6 6.961 -2.791 -0.646  -0.5419
C11 8.414 -1.335 -1.885  0.8667
O7 9.294 -2.165 -1.771  -0.6199
C12 8.587 -0.076 -2.597  -1.0010
C13 7.577 0.799 -2.668  0.2871
O8 7.684 1.961 -3.307  -0.5803
H12 5.102 -0.934 -0.889  0.5498
H13 7.828 -3.229 -0.740  0.3530
H14 9.549 0.112 -3.054  0.4288
H15 6.820 2.402 -3.207  0.3534
O9 3.113 -0.899 0.489  -0.3071
C14 3.005 -1.989 1.026  0.8234
C15 3.697 -2.352 2.250  -1.2189
C16 3.535 -3.576 2.773  0.4548
O10 4.141 -3.957 3.890  -0.5811
C17 2.650 -4.601 2.124  0.9551
O11 2.559 -5.697 2.638  -0.6167
C18 1.942 -4.224 0.909  -0.7068
C19 2.103 -3.003 0.390  0.3589
O12 1.477 -2.611 -0.718  -0.6759
H16 4.331 -1.606 2.708  0.5031
H17 3.858 -4.878 4.046  0.3542
H18 1.294 -4.961 0.457  0.4670
H19 1.768 -1.694 -0.882  0.1868
O13 -1.525 -4.892 0.366  -0.5809
C20 -2.567 -5.047 -0.242  1.0891
C21 -3.662 -4.090 -0.203  -1.0614
C22 -4.788 -4.331 -0.886  0.3885
O14 -5.815 -3.488 -0.884  -0.5708
C23 -4.965 -5.577 -1.702  0.9586
O15 -6.019 -5.744 -2.283  -0.6130
C24 -3.860 -6.524 -1.759  -0.9438
C25 -2.733 -6.281 -1.079  0.3618
O16 -1.696 -7.113 -1.100  -0.5786
H20 -3.525 -3.197 0.389  0.4487
H21 -6.496 -3.897 -1.450  0.3590
H22 -3.992 -7.410 -2.363  0.4209
H23 -1.018 -6.709 -0.528  0.3273
O17 -8.361 7.530 2.044  -0.6350
C26 -7.515 6.656 2.120  1.0911
C27 -6.349 6.592 1.260  -0.8552
C28 -5.462 5.590 1.390  0.3685
O18 -4.388 5.503 0.625  -0.5425
C29 -5.650 4.507 2.420  0.9471
O19 -4.835 3.610 2.487  -0.5434
C30 -6.813 4.589 3.297  -1.0891
C31 -7.687 5.592 3.163  0.3765
O20 -8.762 5.713 3.940  -0.5739
H24 -6.229 7.375 0.525  0.4399
H25 -3.882 4.697 0.900  0.4242
H26 -6.930 3.817 4.044  0.4137
H27 -9.220 6.517 3.630  0.3570

# C31H27F5FeN8SSeSi

A structure of composition C31H27F5FeN8SSeSi (wB97M-V/def2-TZVPD, the Open Molecules 2025 dataset).

Its expectation value of S² is 6.059. The total charge is 0. The value obtained for the total energy is -6487.70435 hartree. As for the HOMO energy (alpha / beta): -0.2202 / -0.2854 Ha. For the LUMO energy (alpha / beta), the calculation gives -1.0 / -1.4 eV. As for the spin multiplicity: 5.

Each line ends with the Mulliken charge.
Atoms and positions in Å:
Fe1 -0.542 -0.174 0.088  -1.7703
C1 -0.563 -0.815 4.316  -0.4852
C2 -1.015 -0.603 3.045  -0.7426
N1 -0.168 -0.468 2.007  0.9690
C3 1.185 -0.496 2.285  0.5437
C4 1.598 -0.725 3.618  -0.0652
N2 0.772 -0.893 4.611  -0.7153
C5 2.037 -0.272 1.178  -0.7784
C6 3.445 -0.160 1.152  -0.7139
C7 4.093 0.084 -0.031  0.6354
C8 3.343 0.218 -1.236  -0.6355
C9 1.983 0.110 -1.164  0.2228
N3 1.363 -0.128 0.005  1.1480
C10 1.021 0.240 -2.280  -0.2106
C11 1.353 0.493 -3.604  -0.0061
N4 0.434 0.616 -4.552  -0.6530
C12 -0.837 0.490 -4.185  -0.5183
C13 -1.201 0.234 -2.872  -0.5035
N5 -0.271 0.108 -1.934  0.7983
C14 5.568 0.206 -0.069  0.1087
C15 6.307 -0.298 -1.134  -0.5205
C16 7.686 -0.169 -1.118  -0.3979
N6 8.363 0.422 -0.137  -0.6257
C17 7.651 0.909 0.876  -0.4298
C18 6.270 0.829 0.957  -0.5746
H1 -1.254 -0.914 5.141  0.4597
H2 -2.070 -0.533 2.810  0.4339
H3 2.658 -0.774 3.845  0.3908
H4 4.013 -0.281 2.064  0.6719
H5 3.842 0.431 -2.169  0.6891
H6 2.387 0.602 -3.903  0.4233
H7 -1.590 0.598 -4.954  0.4263
H8 -2.229 0.136 -2.551  0.4676
H9 5.824 -0.811 -1.955  0.4679
H10 8.278 -0.565 -1.936  0.3759
H11 8.213 1.398 1.664  0.3768
H12 5.751 1.274 1.796  0.4774
F1 3.197 6.044 -2.128  -0.3102
C19 2.311 5.214 -1.576  0.6171
C20 2.683 4.395 -0.525  0.0700
F2 3.937 4.437 -0.066  -0.3295
C21 1.753 3.540 0.038  0.4875
F3 2.168 2.760 1.044  -0.3783
C22 0.438 3.471 -0.409  -0.4749
Se1 -0.835 2.337 0.423  -0.1145
C23 0.100 4.297 -1.474  0.4322
F4 -1.135 4.283 -1.981  -0.3579
C24 1.013 5.163 -2.053  0.1918
F5 0.653 5.946 -3.073  -0.3047
C25 -2.747 -3.740 2.417  -1.1694
N7 -1.539 -3.461 1.668  -0.0676
C26 -1.471 -3.415 0.341  0.4567
N8 -2.526 -3.861 -0.362  -0.3720
S1 -0.075 -2.834 -0.435  -0.3646
H13 -2.516 -3.682 3.477  0.4020
H14 -3.115 -4.745 2.201  0.3728
H15 -3.524 -3.006 2.188  0.3003
H16 -0.751 -3.058 2.149  0.2355
H17 -3.436 -3.882 0.071  0.1608
H18 -2.509 -3.635 -1.342  0.3010
C27 -6.100 -2.286 1.030  -1.0069
Si1 -5.466 -0.843 0.012  -0.2165
C28 -6.230 0.738 0.634  -1.0241
C29 -5.923 -1.131 -1.779  -1.0124
C30 -3.644 -0.727 0.145  0.3185
C31 -2.442 -0.510 0.128  0.4907
H19 -7.191 -2.327 0.977  0.3824
H20 -5.827 -2.186 2.083  0.3078
H21 -5.727 -3.247 0.669  0.3099
H22 -7.319 0.700 0.558  0.3263
H23 -5.874 1.593 0.056  0.3267
H24 -5.968 0.913 1.679  0.3151
H25 -7.006 -1.199 -1.896  0.3465
H26 -5.488 -2.059 -2.156  0.2980
H27 -5.567 -0.313 -2.407  0.3132

# C31H27MoN11S

A structure of composition C31H27MoN11S (wB97M-V/def2-TZVPD, the Open Molecules 2025 dataset).

The total charge is +2. The value obtained for the total energy is -2265.58750 hartree. As for the HOMO energy: -0.5310 Ha. For the LUMO energy, the calculation gives -9.2 eV.

Each line ends with the Mulliken charge.
Atoms and positions in Å:
Mo1 -0.600 -0.430 -1.039  -2.4542
C1 3.026 2.633 2.018  -1.9522
C2 2.015 3.221 3.000  1.7907
C3 2.005 4.749 2.838  -1.6582
C4 2.440 2.856 4.430  -1.6429
C5 0.607 2.688 2.751  -0.2543
C6 -0.457 3.155 3.555  -0.2337
C7 -1.757 2.739 3.387  -1.3368
C8 -2.013 1.813 2.378  1.2191
S1 -3.528 1.086 1.935  -0.2699
C9 -2.769 0.201 0.722  0.4727
N1 -1.456 0.414 0.635  1.0613
C10 -0.982 1.339 1.579  -1.3183
C11 0.330 1.768 1.756  0.5146
C12 -3.310 -0.848 -0.127  0.9298
C13 -4.654 -1.208 -0.148  -1.1058
C14 -5.057 -2.297 -0.901  -0.9157
C15 -4.124 -3.034 -1.622  -0.9800
C16 -2.780 -2.672 -1.636  0.1930
C17 -2.374 -1.572 -0.899  1.0703
H1 4.013 3.043 2.228  0.4730
H2 2.780 2.889 0.983  0.4124
H3 3.099 1.545 2.107  0.3848
H4 3.010 5.143 2.994  0.4583
H5 1.349 5.231 3.563  0.3792
H6 1.676 5.040 1.838  0.3783
H7 3.454 3.213 4.616  0.4467
H8 2.427 1.775 4.585  0.3561
H9 1.791 3.314 5.177  0.3799
H10 -0.250 3.876 4.334  0.4854
H11 -2.548 3.120 4.019  0.4495
H12 1.116 1.403 1.109  -0.0533
H13 -5.376 -0.649 0.436  0.5303
H14 -6.100 -2.582 -0.917  0.4617
H15 -4.444 -3.896 -2.192  0.5162
H16 -2.074 -3.243 -2.222  0.5708
N2 -0.102 -1.874 0.556  -0.2017
C18 0.385 -3.074 -0.109  0.9678
C19 -0.327 -4.258 0.009  -0.8104
C20 0.154 -5.394 -0.618  -0.7932
C21 1.339 -5.337 -1.348  -0.8728
C22 2.039 -4.147 -1.457  -1.0139
C23 1.566 -2.993 -0.845  0.7649
C24 2.217 -1.684 -1.012  0.6638
C25 3.586 -1.502 -1.085  -0.6786
C26 4.116 -0.224 -1.267  -0.9136
C27 3.300 0.897 -1.381  -0.7965
C28 1.923 0.746 -1.334  -0.2360
C29 1.410 -0.543 -1.125  1.1887
H17 -0.914 -2.100 1.124  0.5881
H18 0.606 -1.476 1.174  0.4816
H19 -1.238 -4.297 0.596  0.4987
H20 -0.389 -6.326 -0.532  0.4713
H21 1.711 -6.224 -1.842  0.4571
H22 2.938 -4.103 -2.059  0.5185
H23 4.249 -2.352 -0.990  0.5903
H24 5.190 -0.104 -1.326  0.4561
H25 3.730 1.878 -1.531  0.5376
H26 1.281 1.614 -1.454  0.6065
N3 -1.930 0.852 -4.095  -0.0631
C30 -1.824 1.693 -3.017  0.2722
N4 -2.220 2.932 -3.018  -0.4584
N5 -1.899 3.394 -1.784  -0.6482
N6 -1.384 2.491 -1.056  -0.3544
N7 -1.287 1.338 -1.818  0.9719
C31 -1.389 -0.382 -4.065  0.5498
N8 -1.325 -1.294 -4.998  -0.5240
N9 -0.632 -2.318 -4.432  -0.5857
N10 -0.270 -2.060 -3.233  -0.3518
N11 -0.748 -0.800 -2.950  0.6775
H27 -2.348 1.206 -4.946  0.2809